Entry 1:
Here is a structure of composition C4H9N3O in a non-equilibrium geometry from the Open Molecules 2025 dataset. Energies are from the ωB97M-V functional and the def2-TZVPD basis.

```
! wB97M-V def2-TZVPD RIJCOSX def2/J DEFGRID3
* xyz 0 1
C 1.10912 0.38238 -0.05469
C -1.02938 -1.04882 -0.01967
C -2.25109 -0.25165 0.02650
C -1.30154 0.97773 0.11637
H 3.19715 -0.04782 -0.86710
H 1.62054 -1.55576 -0.38766
H 2.29624 1.62157 0.45201
H -0.88192 -1.89062 -0.69601
H -0.66048 -1.34167 0.96965
H -2.83650 -0.26497 0.93819
H -2.84562 -0.15061 -0.91720
H -1.47602 1.83756 -0.53392
H -1.17375 1.24152 1.16749
N 1.82936 -0.77833 0.18286
N 1.48866 1.57618 -0.07595
N -0.22910 0.11540 -0.38394
O 3.14433 -0.42207 0.08308
*
```

Properties
Energy, Ha: -397.20163
HOMO-LUMO gap, eV: 9.5411
Energy above the lowest of the compared OMol25 structures with the same formula, charge and spin, kJ/mol: 391.23

=====

Entry 2:
Here is the molecule C4H9N3O in a non-equilibrium geometry from the Open Molecules 2025 dataset. Energies are from the ωB97M-V functional and the def2-TZVPD basis.

```
! wB97M-V def2-TZVPD RIJCOSX def2/J DEFGRID3
* xyz 0 1
H 2.27520 1.71203 -1.55128
N 2.18357 1.29589 -0.60784
C 1.06870 0.62196 -0.57757
C 0.21780 0.55488 -1.82148
O 0.39982 1.36862 -2.71472
C 0.60906 -0.11843 0.67302
N 0.57555 -1.54882 0.44775
N -0.66407 0.35436 1.17986
C -1.88971 -0.27699 0.73142
H -0.50791 -0.26713 -1.86971
H 1.35598 0.08653 1.44980
H 1.53807 -1.86797 0.32317
H 0.27479 -1.96916 1.32747
H -0.71525 1.37063 1.12259
H -1.86013 -0.64950 -0.29400
H -2.14776 -1.10887 1.39512
H -2.71375 0.44202 0.78633
*
```

Properties
Energy, Ha: -397.27276
Structure (SMILES): [H]/N=C(\C=O)[C@H](N)NC
HOMO-LUMO gap, eV: 8.7337
Energy above the lowest of the compared OMol25 structures with the same formula, charge and spin, kJ/mol: 204.49

=====

Entry 3:
Here is the molecule C4H9N3O in a non-equilibrium geometry from the Open Molecules 2025 dataset. Energies are from the ωB97M-V functional and the def2-TZVPD basis.

```
! wB97M-V def2-TZVPD RIJCOSX def2/J DEFGRID3
* xyz 0 1
C -0.69843 -1.38300 -0.24481
C 0.10996 -0.38233 0.53352
C -0.00074 -0.50989 2.02655
C 1.21087 0.26511 -0.04993
O 2.34945 0.56922 0.63432
N 0.92446 0.88952 -1.19001
N -0.27039 1.42044 -0.92724
N -1.04136 1.37664 -2.03788
H -0.33635 -1.54621 -1.25968
H -1.74191 -1.06013 -0.32182
H -0.69890 -2.36075 0.25018
H -1.05255 -0.49638 2.32676
H 0.50852 0.29734 2.55544
H 0.42543 -1.45905 2.37240
H 2.70216 1.37961 0.23588
H -1.75855 2.08901 -2.06295
H -0.63167 0.91088 -2.84071
*
```

Properties
Energy, Ha: -397.19827
Structure (SMILES): CC(C)=C(O)/N=N/N
HOMO-LUMO gap (spin up / spin down), eV: 8.1937 / 8.1952
Energy above the lowest of the compared OMol25 structures with the same formula, charge and spin, kJ/mol: 400.05

=====

Entry 4:
Here is a structure of composition C4H9N3O in a non-equilibrium geometry from the Open Molecules 2025 dataset. Energies are from the ωB97M-V functional and the def2-TZVPD basis.

```
! wB97M-V def2-TZVPD RIJCOSX def2/J DEFGRID3
* xyz 0 1
C -1.03137 1.01867 -1.43726
C 0.26669 0.58856 -1.01685
C -1.83986 2.01649 -0.68256
O -0.59069 -0.45938 -0.39837
H -1.34419 0.78703 -2.45071
H 0.91521 0.13454 -1.75783
H 0.77340 1.12560 -0.20818
H -1.85941 2.97949 -1.20632
H -1.44335 2.16869 0.32321
H -2.87700 1.67602 -0.58949
C 2.35462 -2.38316 1.11537
N 0.29254 -1.32355 0.93314
N 1.42708 -1.80948 0.46486
N 0.22497 -0.68701 2.02583
H -0.76364 -0.47602 2.18344
H 3.27118 -2.58835 0.57914
H 2.22384 -2.76815 2.12259
*
```

Properties
Energy, Ha: -397.07099
HOMO-LUMO gap, eV: 7.6549
Energy above the lowest of the compared OMol25 structures with the same formula, charge and spin, kJ/mol: 734.22

=====

Entry 5:
Here is the molecule C4H9N3O in a non-equilibrium geometry from the Open Molecules 2025 dataset. Energies are from the ωB97M-V functional and the def2-TZVPD basis.

```
! wB97M-V def2-TZVPD RIJCOSX def2/J DEFGRID3
* xyz 0 1
H 3.31302 -2.00894 1.90306
N 2.96193 -1.04157 1.90871
C 1.97781 -0.99862 1.11184
N 1.26225 0.21149 0.86940
C 0.35414 0.20897 -0.03008
N -0.17164 1.45232 -0.41066
C -0.90832 1.58445 -1.66147
O -0.41441 -0.80624 -0.53200
C -1.51156 -0.96505 0.42115
H 1.56499 -1.81700 0.50152
H 0.18824 2.23582 0.06050
H -1.59779 2.42237 -1.67540
H -0.18082 1.72757 -2.45328
H -1.39206 0.64117 -1.97964
H -1.51293 -0.19032 1.32516
H -2.40173 -0.65353 -0.17634
H -1.53112 -2.00290 0.81752
*
```

Properties
Energy, Ha: -397.25783
Structure (SMILES): [H]/N=C/N=C(/NC)OC
HOMO-LUMO gap, eV: 9.5476
Energy above the lowest of the compared OMol25 structures with the same formula, charge and spin, kJ/mol: 243.68

=====

Entry 6:
Here is a structure of composition C4H9N3O in a non-equilibrium geometry from the Open Molecules 2025 dataset. Energies are from the ωB97M-V functional and the def2-TZVPD basis.

```
! wB97M-V def2-TZVPD RIJCOSX def2/J DEFGRID3
* xyz 0 1
C -0.90460 1.99584 0.41640
C -0.87609 0.62017 -0.15424
C 1.04446 -0.46515 0.17775
C 0.28806 0.10944 -1.02162
H -2.12198 2.37202 0.54854
H -0.43444 1.77941 1.73781
H -0.36482 3.04349 -0.18812
H -1.74360 0.75174 -0.62367
H -1.99809 -0.27155 1.38235
H 0.59498 -1.22177 1.68062
H 0.88764 0.97602 -1.57129
H -0.70129 -0.41136 -2.42353
H -1.48986 -1.03499 -0.68858
N -1.02437 -0.48970 0.62140
N 0.28271 -0.33881 1.28301
N -0.39713 -1.00021 -1.61315
O 2.25400 -0.84298 0.19967
*
```

Properties
Energy, Ha: -396.99502
HOMO-LUMO gap, eV: 9.0235
Energy above the lowest of the compared OMol25 structures with the same formula, charge and spin, kJ/mol: 933.70

=====

Entry 7:
Here is a cluster of 2 separate species, C4H9N3O in total in a non-equilibrium geometry from the Open Molecules 2025 dataset. Energies are from the ωB97M-V functional and the def2-TZVPD basis.

```
! wB97M-V def2-TZVPD RIJCOSX def2/J DEFGRID3
* xyz 0 1
C -0.62234 -1.19682 -0.03033
C 1.02681 -0.05748 1.37621
C 1.15600 0.45320 -1.55094
N 0.70817 -0.63921 0.09423
C -1.44092 0.05762 0.00024
N -0.68585 1.01821 -0.78095
N -2.45713 0.43216 0.64568
O -0.69069 2.18995 -0.46921
H -2.93341 -0.36298 1.07210
H -0.88806 -1.87957 0.78555
H -0.70760 -1.73422 -0.97700
H 1.06082 -0.85140 2.13519
H 0.31364 0.70732 1.72774
H 2.01946 0.39449 1.32569
H 0.97013 -0.38702 -2.20679
H 1.02277 1.41857 -2.03250
H 2.14820 0.43719 -1.11490
*
```

Properties
Energy, Ha: -397.07123
HOMO-LUMO gap (spin up / spin down), eV: 7.7258 / 7.8158
Energy above the lowest of the compared OMol25 structures with the same formula, charge and spin, kJ/mol: 733.61

=====

Entry 8:
Here is the molecule C4H9N3O in a non-equilibrium geometry from the Open Molecules 2025 dataset. Energies are from the ωB97M-V functional and the def2-TZVPD basis.

```
! wB97M-V def2-TZVPD RIJCOSX def2/J DEFGRID3
* xyz 0 1
C 1.00079 2.03867 0.51645
C 1.79262 0.71953 0.45926
N 0.89453 -0.19954 -0.18578
N 0.08978 -0.92703 0.75435
C -1.01325 -1.13997 0.10211
N -2.15826 -1.58901 0.65134
C -1.45723 -0.81811 -1.32535
O -2.28208 -1.30472 -2.03085
H 1.91851 2.83498 0.62131
H 0.20809 1.93957 1.31178
H 0.38278 1.86422 -0.59445
H 2.10919 0.33243 1.34295
H 2.57412 1.01687 -0.19500
H 1.54444 -0.81991 -0.95512
H -2.94985 -1.94518 0.00676
H -1.84603 -1.97895 1.46659
H -0.80814 -0.02385 -1.94638
*
```

Properties
Energy, Ha: -397.15149
Structure (SMILES): CCN/N=C(/N)C=O
HOMO-LUMO gap, eV: 8.2697
Energy above the lowest of the compared OMol25 structures with the same formula, charge and spin, kJ/mol: 522.89

=====

- The lowest energy above the lowest of the compared OMol25 structures with the same formula, charge and spin belongs to which entry?
  number 2